(1)
ORCA calculation (the ωB97M-V functional and the def2-TZVPD basis) on an isolated molecule of C5H9NO.

Summary:
Molar mass: 99.1 g mol⁻¹
E_LUMO (alpha / beta): -1.42 / -0.87 eV
Energy relative to the best compared isomer or geometry (same formula, charge and spin): 5.7980 eV
Highest occupied orbital energy (alpha / beta): -8.545 / -8.761 eV
Total charge: 0

The geometry in XYZ format:
```
16
Properties=species:S:1:pos:R:3:forces:R:3
C 0.1640 1.3857 0.7095 0.240 -0.014 0.115
C -1.3164 0.5158 -0.8427 -0.260 -0.031 -0.166
C -0.3339 -0.4735 -1.3199 -0.057 0.053 -0.164
N -0.1362 -1.0782 -0.0424 0.217 -0.001 0.127
C 1.2081 -1.3028 0.4332 0.165 0.021 0.145
C -1.1110 0.3444 0.5848 -0.148 0.192 0.077
O -1.8565 0.2851 1.5539 0.247 0.024 -0.204
H 0.6618 1.0390 1.6180 -0.068 0.036 -0.069
H -0.2577 2.3776 0.8825 -0.077 -0.217 -0.019
H 0.8787 1.4353 -0.1136 -0.131 -0.088 0.098
H -2.1807 0.9329 -1.3624 0.146 -0.009 0.083
H -0.9533 -1.1513 -1.9439 0.130 0.067 0.016
H 0.5299 -0.1323 -1.9108 -0.147 -0.092 0.090
H 1.9548 -0.5580 0.1150 -0.129 -0.096 0.019
H 1.1864 -1.3267 1.5277 0.019 0.022 -0.121
H 1.5620 -2.2931 0.1111 -0.146 0.132 -0.027
```
Positions in Å, forces in eV/Å.

Atom-resolved charges from natural (NBO), all expressed in e: -0.62, 0.01, -0.34, -0.38, -0.45, 0.45, -0.65, 0.23, 0.23, 0.20, 0.21, 0.28, 0.22, 0.17, 0.22, 0.21



(2)
ORCA calculation (the ωB97M-V functional and the def2-TZVPD basis) on an isolated molecule of C5H9NO.

Summary:
Molar mass: 99.1 g mol⁻¹
E_LUMO: 1.08 eV
Energy relative to the best compared isomer or geometry (same formula, charge and spin): 2.6053 eV
SMILES: [H]/N=C(/C)OC1CC1
Highest occupied orbital energy: -10.059 eV
Total charge: 0

The geometry in XYZ format:
```
16
Properties=species:S:1:pos:R:3:forces:R:3
H 0.4792 2.1462 1.1555 0.240 -0.213 0.078
N 1.1246 1.7846 0.4511 -0.012 -0.391 0.055
C 1.1604 0.5254 0.3952 0.595 0.139 0.134
C 1.9433 -0.2171 -0.6370 0.239 -0.049 -0.069
O 0.4515 -0.3716 1.2044 0.133 0.378 -0.377
C -0.8792 -0.1004 0.8627 -0.468 0.436 -0.275
C -1.7690 -1.0603 0.1604 -0.266 -0.215 -0.030
C -1.1890 0.0999 -0.6010 -0.251 0.175 -0.086
H 2.9560 -0.3478 -0.2553 0.133 -0.065 -0.234
H 1.5040 -1.2039 -0.8019 0.139 0.144 0.078
H 1.9495 0.3374 -1.5775 0.233 0.022 0.196
H -1.3186 0.6183 1.5501 -0.273 -0.166 -0.143
H -1.3782 -2.0392 -0.1031 -0.053 0.158 0.141
H -2.8223 -1.0201 0.4032 0.017 -0.201 0.130
H -0.4605 -0.1467 -1.3745 -0.104 0.097 0.479
H -1.7515 0.9953 -0.8322 -0.304 -0.250 -0.076
```
Positions in Å, forces in eV/Å.

Atom-resolved charges from natural (NBO), all expressed in e: 0.34, -0.68, 0.59, -0.70, -0.53, 0.07, -0.43, -0.45, 0.24, 0.22, 0.24, 0.19, 0.23, 0.22, 0.22, 0.22



(3)
ORCA calculation (the ωB97M-V functional and the def2-TZVPD basis) on an isolated molecule of C5H9NO in a non-equilibrium geometry.

Summary:
Molar mass: 99.1 g mol⁻¹
E_LUMO: 0.32 eV
Energy relative to the best compared isomer or geometry (same formula, charge and spin): 5.3006 eV
Highest occupied orbital energy: -8.183 eV
Total charge: 0

The geometry in XYZ format:
```
16
Properties=species:S:1:pos:R:3:forces:R:3
C 1.9626 -1.4373 0.9984 -0.097 0.195 0.371
C -1.7985 1.5538 -0.6132 0.802 0.321 0.714
C 0.1940 -0.0992 0.2211 1.189 -0.619 0.051
C -0.3801 -0.5380 -1.0616 -0.692 1.086 -0.993
C -1.4671 0.0946 -0.4249 0.031 -1.252 -0.675
O 0.8051 1.0809 0.5652 0.035 0.142 0.004
N 0.5500 -1.2635 0.7209 -1.040 0.363 0.379
H 1.4525 1.3395 -0.1013 -0.166 -0.024 -0.199
H -0.3577 -1.5417 -1.4609 0.198 0.037 0.204
H -2.3128 -0.5225 -0.1269 -0.060 0.009 0.333
H 2.1591 -2.4973 1.1519 0.024 0.060 -0.023
H 2.2409 -0.8963 1.9104 0.043 -0.043 -0.081
H 2.6063 -1.0639 0.1916 -0.044 -0.002 -0.074
H -1.0228 2.0836 -1.1670 -0.030 -0.128 -0.009
H -2.7357 1.6615 -1.1591 0.001 -0.248 0.025
H -1.8959 2.0459 0.3554 -0.193 0.104 -0.027
```
Positions in Å, forces in eV/Å.

Atom-resolved charges from natural (NBO), all expressed in e: -0.45, -0.62, 0.45, -0.28, -0.14, -0.71, -0.42, 0.49, 0.22, 0.20, 0.21, 0.21, 0.18, 0.22, 0.23, 0.22



(4)
ORCA calculation (the ωB97M-V functional and the def2-TZVPD basis) on an isolated molecule of C5H9NO.

Summary:
Molar mass: 99.1 g mol⁻¹
E_LUMO: 0.90 eV
Energy relative to the best compared isomer or geometry (same formula, charge and spin): 2.5272 eV
SMILES: C[C@H]1N[C@H]1CC=O
Highest occupied orbital energy: -9.564 eV
Total charge: 0

The geometry in XYZ format:
```
16
Properties=species:S:1:pos:R:3:forces:R:3
C -1.0864 -0.7616 0.8895 -0.296 -0.148 0.048
C -1.2166 0.1819 -0.2929 -0.151 -0.286 0.035
N -0.6174 1.5215 -0.1801 -0.084 0.132 0.047
C -0.0225 0.5465 -1.0908 0.186 -0.181 -0.032
C 1.3166 -0.0298 -0.6711 0.142 -0.077 -0.022
C 1.4918 -0.2924 0.8150 0.618 -0.120 -0.023
O 1.9411 -1.3311 1.2530 0.373 0.745 -0.154
H -1.3370 -0.2619 1.8298 -0.164 -0.135 -0.124
H -1.7016 -1.6446 0.7410 -0.520 0.100 0.047
H -0.1048 -1.2142 1.0221 -0.735 0.232 -0.133
H -2.1731 0.1264 -0.8136 0.224 0.044 0.042
H -1.1675 2.2022 -0.7016 0.117 -0.160 0.167
H -0.1439 0.7077 -2.1659 0.064 -0.060 0.326
H 2.1238 0.6715 -0.9170 -0.054 -0.021 -0.153
H 1.4954 -0.9755 -1.1936 0.081 0.160 0.022
H 1.2020 0.5535 1.4762 0.200 -0.224 -0.094
```
Positions in Å, forces in eV/Å.

Atom-resolved charges from natural (NBO), all expressed in e: -0.64, -0.08, -0.61, -0.07, -0.53, 0.43, -0.55, 0.22, 0.22, 0.24, 0.20, 0.36, 0.20, 0.24, 0.23, 0.14